# 1
{"formula": "C3HCdO3", "method": "the ωB97M-V functional and the def2-TZVPD basis", "species": ["O", "C", "C", "O", "C", "O", "Cd", "H"], "coordinates": [[-2.9497, -0.2790, -0.1918], [-1.7861, -0.2012, -0.2560], [-0.4913, 0.0307, -0.3578], [0.3826, -0.9251, 0.2342], [1.6531, -0.5623, 0.2569], [2.3587, -0.7901, -0.7121], [0.3376, 1.9352, -0.5093], [2.5149, -1.2783, 0.7576]], "atomic_forces_ev_per_a": [[2.247, -0.119, -0.418], [-2.713, 0.456, 0.482], [0.841, -0.957, 0.234], [-2.673, 1.355, 0.307], [4.549, -5.062, 0.154], [-0.395, 2.415, -2.815], [-0.079, 0.171, -0.148], [-1.776, 1.741, 2.204]], "mulliken_charge": [-0.23, 1.14, -0.60, -0.23, 0.00, -0.28, 0.76, 0.44], "homo_lumo_gap_ev": 5.5, "relative_energy_kcal_mol": 20.4, "charge": 1, "lumo_ev": -7.93, "e_homo_ha": -0.49438, "total_energy_ev": -13819.05798}

***

# 2
{"formula": "C3HCl2N", "method": "the ωB97M-V functional and the def2-TZVPD basis", "species": ["N", "C", "C", "C", "Cl", "Cl", "H"], "coordinates": [[0.2678, 1.9020, -2.4416], [0.6829, 1.3043, -1.5559], [1.0606, 0.4199, -0.5483], [0.1898, -0.2167, 0.2690], [-1.5485, -0.0052, 0.1153], [0.6315, -1.3360, 1.5661], [2.1153, 0.4400, -0.4813]], "atomic_forces_ev_per_a": [[0.121, 0.550, -0.334], [-1.481, 0.077, -0.836], [-0.654, -0.567, 1.546], [-0.120, -0.074, -0.021], [1.219, -0.139, 0.027], [-0.081, 1.033, -1.178], [0.996, -0.881, 0.794]], "mulliken_charge": [-0.33, 0.25, -0.46, 0.46, -0.13, -0.13, 0.34], "homo_lumo_gap_ev": 10.0, "relative_energy_kcal_mol": 5.2, "lumo_ev": -0.33, "e_homo_ha": -0.37808, "total_energy_ev": -29660.77894, "smiles": "N#CC=C(Cl)Cl"}

***

Repeat the second record exactly.
{"formula": "C3HCl2N", "method": "the ωB97M-V functional and the def2-TZVPD basis", "species": ["N", "C", "C", "C", "Cl", "Cl", "H"], "coordinates": [[0.2678, 1.9020, -2.4416], [0.6829, 1.3043, -1.5559], [1.0606, 0.4199, -0.5483], [0.1898, -0.2167, 0.2690], [-1.5485, -0.0052, 0.1153], [0.6315, -1.3360, 1.5661], [2.1153, 0.4400, -0.4813]], "atomic_forces_ev_per_a": [[0.121, 0.550, -0.334], [-1.481, 0.077, -0.836], [-0.654, -0.567, 1.546], [-0.120, -0.074, -0.021], [1.219, -0.139, 0.027], [-0.081, 1.033, -1.178], [0.996, -0.881, 0.794]], "mulliken_charge": [-0.33, 0.25, -0.46, 0.46, -0.13, -0.13, 0.34], "homo_lumo_gap_ev": 10.0, "relative_energy_kcal_mol": 5.2, "lumo_ev": -0.33, "e_homo_ha": -0.37808, "total_energy_ev": -29660.77894, "smiles": "N#CC=C(Cl)Cl"}

***

What is the formula in the first record?
C3HCdO3